1.
This record from OMol25 describes the molecule C7H18ClOPSi at a distorted geometry. The level of theory is ωB97M-V with the def2-TZVPD basis set.

- Highest occupied orbital energy (alpha / beta): -5.512 / -9.912 eV
- Total charge: 0
- Kohn-Sham gap (alpha / beta): 6.27 / 8.11 eV
- Spin multiplicity: 3
- E_tot: -39284.1576 eV

CARTESIAN COORDINATES (ANGSTROEM)
Cl -0.5898 -0.4081 0.8112
P -0.8749 -1.9570 2.8020
Si 0.7661 0.4814 -0.5970
O -0.9443 -3.3614 2.4241
C -0.6154 1.2250 -1.7970
C -1.8567 0.2492 -1.9148
C 1.9117 -0.9354 -1.1980
C 1.9935 -1.2600 -2.6947
C 1.4650 1.9147 0.5248
C -2.6917 -1.5107 3.2084
C 1.0206 2.1436 1.9285
H -2.7209 -2.0370 4.2294
H -3.5042 -1.8629 2.4909
H 1.1652 2.8223 -0.1879
H -1.6795 -0.7627 -2.2272
H -2.7915 -0.4161 3.4014
H -0.9467 2.0866 -1.1805
H 1.8992 -0.3671 -3.3127
H 0.4335 1.3289 2.2136
H 2.9793 -0.8980 -0.8610
H 2.5798 1.7185 0.3943
H -2.5432 0.5867 -2.6636
H -0.0787 1.4062 -2.8909
H 2.9263 -1.6706 -3.0525
H -2.2364 0.1757 -0.9434
H 1.2245 -2.0164 -2.8914
H 0.2854 2.8860 1.9815
H 1.5913 -1.8088 -0.5650
H 1.8326 2.2472 2.5674

Atoms 1-2, force components in eV/Å:
0.63 0.46 -1.25
-1.44 2.36 1.84

=====

2.
This record from OMol25 describes a 3-piece molecular cluster, C7H18N2 overall. The level of theory is ωB97M-V with the def2-TZVPD basis set.

- Highest occupied orbital energy (alpha / beta): -5.712 / -6.277 eV
- Total charge: 0
- Kohn-Sham gap (alpha / beta): 6.31 / 6.89 eV
- E_tot: -10526.2948 eV
- Energy relative to the best compared isomer or geometry (same formula, charge and spin): 122.6 kcal per mole

CARTESIAN COORDINATES (ANGSTROEM)
N 1.0323 1.6899 -0.0683
N 1.2756 -0.2812 -2.5569
C -2.2109 0.6110 1.1557
C 0.1201 -0.4296 -0.7821
C -1.1080 -0.4196 1.0926
C 0.0967 0.9451 -0.6642
C -0.1066 -0.2973 2.2075
C -1.6400 -1.8222 0.9201
C 2.6334 0.1501 -2.3500
H 0.8991 -1.0275 -0.3351
H 0.7029 -1.0278 2.1088
H 0.8182 0.3248 -3.2398
H 3.2725 0.0259 -3.2405
H -2.8302 0.6005 0.2529
H 0.3374 0.7017 2.2513
H 1.9114 1.2822 0.2045
H -0.6513 -0.9296 -1.3372
H -1.8231 1.6247 1.2918
H -2.8876 0.4141 2.0039
H 0.9743 2.6929 -0.0743
H -0.5763 -0.4764 3.1880
H -2.3091 -1.9029 0.0586
H -0.8380 -2.5544 0.7915
H 2.7681 1.2096 -2.0352
H 3.0966 -0.4680 -1.5676
H -2.2205 -2.1306 1.8048
H -0.7371 1.4943 -1.0809

Atoms 1-2, force components in eV/Å:
0.10 0.05 0.08
-0.04 -0.11 -0.03

=====

3.
This record from OMol25 describes a 2-piece molecular cluster, C7H18N2O overall. The level of theory is ωB97M-V with the def2-TZVPD basis set.

- Highest occupied orbital energy: -9.135 eV
- Total charge: 0
- Kohn-Sham gap: 9.98 eV
- E_tot: -12579.3301 eV
- Energy relative to the best compared isomer or geometry (same formula, charge and spin): 0.0 kcal per mole

CARTESIAN COORDINATES (ANGSTROEM)
O 1.7500 0.1982 1.5655
N -0.4748 0.1682 1.8002
N 0.6859 -1.8144 -0.0464
C -0.3619 -2.5871 -0.6884
C 1.7356 1.3861 -0.9309
C 0.6579 0.4923 1.1311
C 0.4558 1.3941 -0.0953
C -1.6666 -2.4417 0.0876
C -0.7224 0.9993 -0.9859
C 0.2210 2.7980 0.4803
H -0.6942 2.8355 1.0683
H 0.8719 -2.1644 0.8852
H -0.1194 -3.6601 -0.7874
H 1.5520 -1.8672 -0.5644
H 1.8472 0.4258 -1.4270
H 1.0517 3.0873 1.1205
H 2.5978 1.5384 -0.2875
H 0.1389 3.5255 -0.3261
H -1.3780 0.5153 1.5332
H -0.7503 1.6604 -1.8507
H -0.3862 -0.3321 2.6643
H -0.6019 -0.0195 -1.3313
H -1.6787 1.0911 -0.4742
H 1.7069 2.1722 -1.6828
H -1.6066 -2.9870 1.0341
H -1.8469 -1.3920 0.3037
H -0.4903 -2.1951 -1.7021
H -2.4946 -2.8272 -0.4935

Atoms 1-2, force components in eV/Å:
0.45 -0.06 0.19
-0.38 0.14 0.26

=====

4.
This record from OMol25 describes a 2-piece molecular cluster, C7H18N2O2Si overall at a distorted geometry. The level of theory is ωB97M-V with the def2-TZVPD basis set.

- Highest occupied orbital energy (alpha / beta): -8.709 / -8.707 eV
- Total charge: 0
- Kohn-Sham gap (alpha / beta): 7.86 / 7.86 eV
- E_tot: -22498.1101 eV
- Energy relative to the best compared isomer or geometry (same formula, charge and spin): 72.0 kcal per mole

CARTESIAN COORDINATES (ANGSTROEM)
Si -1.4038 0.0594 0.1676
O 0.8961 2.1454 2.3611
O -0.4588 0.7391 3.3186
N 0.3519 0.2250 0.6411
N 0.2228 1.1595 2.3900
C 1.8945 -1.2622 -0.5586
C -2.1368 -1.1082 1.3909
C -1.7278 -0.4466 -1.6559
C 1.5212 1.3481 -0.9915
C 1.6004 0.2128 0.0650
C -2.0607 1.8885 0.3795
C 2.7174 0.2111 1.2245
H -1.7112 0.3004 -2.4892
H 2.0880 -1.9954 0.2508
H 0.8748 2.1021 -0.4965
H -2.7676 -0.7288 -1.7402
H 3.7222 0.2079 0.8989
H 2.7617 -1.1960 -1.1931
H -2.0071 2.2360 -0.6615
H 1.0530 0.8842 -1.8072
H 1.0594 -1.4382 -1.0829
H -2.6050 -2.0112 1.1054
H -1.0784 -1.2715 -1.8304
H 2.6357 1.2284 1.6734
H 2.4506 1.9574 -1.1411
H 2.6029 -0.4847 2.0605
H -3.2599 1.9134 0.5307
H -1.2908 -1.4344 2.1203
H -2.8250 -0.4507 1.9794
H -1.4186 2.4007 1.0136

Atoms 1-2, force components in eV/Å:
0.58 1.93 -0.10
-0.53 -0.13 0.21

=====

5.
This record from OMol25 describes a 2-piece molecular cluster, C7H18N2OS overall at a distorted geometry. The level of theory is ωB97M-V with the def2-TZVPD basis set.

- Highest occupied orbital energy: -8.511 eV
- Total charge: 0
- Kohn-Sham gap: 8.14 eV
- E_tot: -23409.6429 eV
- Energy relative to the best compared isomer or geometry (same formula, charge and spin): 49.1 kcal per mole

CARTESIAN COORDINATES (ANGSTROEM)
S 2.0739 -0.2014 0.1659
O 0.6511 0.0643 -0.5448
N 3.0391 0.9902 0.1677
N 1.7470 -0.7462 1.5567
C -3.1529 -1.5755 0.3420
C -0.1562 2.2828 -0.9550
C -1.6961 0.3996 -0.2516
C -0.3046 1.0372 -0.0767
C 2.8255 -2.0997 -1.3441
C -1.7276 -1.0799 0.1400
C -0.0757 1.4221 1.3833
H -0.1954 2.0086 -2.0066
H -3.1570 -2.6414 0.5537
H 3.3359 1.3155 -0.7355
H 0.9250 1.8267 1.5143
H 3.3462 -2.6959 -0.6228
H 1.8740 -2.4642 -1.6764
H -0.8026 2.1774 1.6743
H -1.1490 -1.2314 1.0541
H 0.7983 2.7671 -0.7558
H -0.1811 0.5553 2.0297
H -0.9580 2.9855 -0.7422
H 3.4243 -1.5903 -2.0737
H -2.4008 0.9559 0.3708
H -3.7496 -1.4033 -0.5522
H 2.5515 -0.8391 2.1506
H -2.0124 0.5007 -1.2918
H -1.2454 -1.6634 -0.6465
H -3.6273 -1.0571 1.1725

Atoms 1-2, force components in eV/Å:
1.02 -1.44 -0.66
1.17 -1.03 -0.25

=====

6.
This record from OMol25 describes an isolated ion of composition C7H18N3O2P and charge +2 at a distorted geometry. The level of theory is ωB97M-V with the def2-TZVPD basis set.

- Highest occupied orbital energy: -15.642 eV
- Total charge: +2
- Kohn-Sham gap: 9.61 eV
- E_tot: -25387.1646 eV
- Energy relative to the best compared isomer or geometry (same formula, charge and spin): 0.0 kcal per mole

CARTESIAN COORDINATES (ANGSTROEM)
P 2.3918 2.0547 -0.2118
O -0.5682 -2.2500 -0.1943
O 2.3027 -0.8718 1.4505
N -2.7003 1.2102 0.6667
N 1.6461 -1.7858 -0.7256
N 1.4814 0.4963 -0.2458
C -2.3136 0.9152 -0.7765
C -2.0350 0.1397 1.4473
C 0.2207 -1.3186 -0.7126
C -0.4737 0.1683 1.3686
C 0.0741 0.0997 -0.1282
C -0.7766 1.0090 -1.0116
C 2.3650 -0.5886 0.1097
H -2.1767 1.9964 0.9864
H 0.0709 -0.5372 2.0503
H -2.7451 -0.0586 -1.0367
H -2.8221 1.7262 -1.2782
H 0.0244 -1.1562 -1.7754
H 2.0716 -1.8358 -1.6734
H 1.7589 -2.6618 -0.3288
H 2.1824 2.3784 -1.5597
H -0.6316 0.7147 -2.0972
H -0.1531 1.1326 1.7718
H -2.4070 -0.9364 1.1657
H 3.6390 1.4413 -0.6076
H -3.7232 1.1616 0.8778
H 3.4213 -0.5375 -0.3606
H -2.2143 0.1920 2.5991
H 3.0835 -1.2822 1.7898
H -0.3355 2.1190 -0.8409
H -0.6579 -3.1344 -0.7187

Atoms 1-2, force components in eV/Å:
-0.20 -0.02 -0.06
-1.81 -3.39 0.53

=====

7.
This record from OMol25 describes a 2-piece molecular cluster, C7H18N4O overall at a distorted geometry. The level of theory is ωB97M-V with the def2-TZVPD basis set.

- Highest occupied orbital energy: -8.450 eV
- Total charge: 0
- Kohn-Sham gap: 9.30 eV
- E_tot: -15556.2366 eV
- Energy relative to the best compared isomer or geometry (same formula, charge and spin): 13.4 kcal per mole

CARTESIAN COORDINATES (ANGSTROEM)
O 2.0048 -0.4261 1.5039
N -3.0452 0.3483 0.0570
N -0.6871 -1.0637 0.3639
N -1.4197 -1.0357 -0.8463
N 4.1824 1.2219 -1.0378
C -2.6682 -0.4411 -0.8750
C -5.4000 0.6395 0.7474
C 3.7192 1.9746 0.1213
C 3.1086 -0.5209 0.5916
C -4.3113 1.0291 -0.2333
C 3.0311 0.7241 -0.2644
C 2.9234 -1.7830 -0.2369
H -5.5157 -0.4482 0.8111
H 1.9961 0.4918 1.8241
H -5.1838 1.0064 1.7560
H 5.0169 0.6791 -0.7834
H 0.2468 -0.7342 0.1664
H -1.2405 -1.7595 -1.5502
H 1.9442 -1.7478 -0.7221
H 4.0652 -0.5564 1.1168
H 3.1954 2.9163 -0.0848
H -0.6413 -2.0236 0.7203
H 4.3317 1.9491 1.0331
H 2.9470 -2.6560 0.4063
H -6.3713 1.0475 0.4506
H 3.7131 -1.8629 -1.0075
H -3.2594 -0.7247 -1.7526
H -4.6489 0.7945 -1.2630
H 2.0865 0.8427 -0.8055
H -4.1199 2.1191 -0.2071

Atoms 1-2, force components in eV/Å:
0.49 0.06 0.18
-0.48 -0.18 -1.27

=====

8.
This record from OMol25 describes a 2-piece molecular cluster, C7H18O overall at a distorted geometry. The level of theory is ωB97M-V with the def2-TZVPD basis set.

- Highest occupied orbital energy: -10.190 eV
- Total charge: 0
- Kohn-Sham gap: 11.06 eV
- E_tot: -9596.6027 eV
- Energy relative to the best compared isomer or geometry (same formula, charge and spin): 40.0 kcal per mole

CARTESIAN COORDINATES (ANGSTROEM)
O -0.1320 3.1251 -0.2196
C -2.2504 -1.5865 -0.2444
C 0.5995 2.0019 0.2842
C 1.7632 2.8241 0.9289
C 0.8763 1.1411 -1.0064
C -0.0586 -2.6370 -0.9316
C -0.0737 -1.1934 1.1350
C -0.8895 -2.1519 0.2569
H -2.7841 -2.2582 -0.9145
H 1.4303 3.4511 1.7177
H -2.0681 -0.8201 -1.0166
H -0.9967 2.9839 -0.6093
H -0.7580 -0.3826 1.5226
H 0.2220 -3.6682 -0.7866
H 1.5558 1.7076 -1.6452
H 0.8787 -2.0184 -0.9790
H 0.6801 -0.6076 0.5397
H 0.2754 -1.8209 1.9510
H 1.3959 0.2216 -0.8221
H 2.2291 3.3371 0.0607
H 2.6758 2.3539 1.3116
H -0.1816 0.9952 -1.4740
H -0.0125 1.6163 1.1401
H -2.6395 -1.2353 0.6910
H -1.1774 -2.9556 0.9686
H -0.5600 -2.4230 -1.8586

Atoms 1-2, force components in eV/Å:
-0.27 1.33 -0.07
2.16 0.29 -0.77

=====

Copy entry 1 word for word.
This record from OMol25 describes the molecule C7H18ClOPSi at a distorted geometry. The level of theory is ωB97M-V with the def2-TZVPD basis set.

- Highest occupied orbital energy (alpha / beta): -5.512 / -9.912 eV
- Total charge: 0
- Kohn-Sham gap (alpha / beta): 6.27 / 8.11 eV
- Spin multiplicity: 3
- E_tot: -39284.1576 eV

CARTESIAN COORDINATES (ANGSTROEM)
Cl -0.5898 -0.4081 0.8112
P -0.8749 -1.9570 2.8020
Si 0.7661 0.4814 -0.5970
O -0.9443 -3.3614 2.4241
C -0.6154 1.2250 -1.7970
C -1.8567 0.2492 -1.9148
C 1.9117 -0.9354 -1.1980
C 1.9935 -1.2600 -2.6947
C 1.4650 1.9147 0.5248
C -2.6917 -1.5107 3.2084
C 1.0206 2.1436 1.9285
H -2.7209 -2.0370 4.2294
H -3.5042 -1.8629 2.4909
H 1.1652 2.8223 -0.1879
H -1.6795 -0.7627 -2.2272
H -2.7915 -0.4161 3.4014
H -0.9467 2.0866 -1.1805
H 1.8992 -0.3671 -3.3127
H 0.4335 1.3289 2.2136
H 2.9793 -0.8980 -0.8610
H 2.5798 1.7185 0.3943
H -2.5432 0.5867 -2.6636
H -0.0787 1.4062 -2.8909
H 2.9263 -1.6706 -3.0525
H -2.2364 0.1757 -0.9434
H 1.2245 -2.0164 -2.8914
H 0.2854 2.8860 1.9815
H 1.5913 -1.8088 -0.5650
H 1.8326 2.2472 2.5674

Atoms 1-2, force components in eV/Å:
0.63 0.46 -1.25
-1.44 2.36 1.84

=====

- Which formula does entry 6 have?
  C7H18N3O2P